[1]
{
  "formula": "C4H8ClN",
  "method": "wB97M-V/def2-TZVPD",
  "species": ["C", "C", "C", "C", "N", "Cl", "H", "H", "H", "H", "H", "H", "H", "H"],
  "xyz": [[0.620, -0.779, 1.520], [0.729, -0.270, -1.511], [-1.209, 0.870, -0.282], [0.217, 0.627, -0.431], [-0.369, -1.537, 1.593], [1.273, 1.851, 0.112], [1.437, -0.357, 2.087], [0.209, -1.229, -1.372], [1.777, -0.333, -1.285], [0.674, 0.294, -2.452], [-1.702, 1.491, -0.992], [-1.809, 0.051, -0.066], [-1.399, 1.526, 0.601], [-0.447, -2.207, 2.478]],
  "atomic_forces_ev_per_a": [[-2.9, 0.9, -2.9], [0.1, 1.1, 0.9], [-0.3, 2.8, 2.1], [0.6, -2.6, 2.3], [1.3, -1.2, 2.3], [0.6, 1.2, -0.2], [0.4, -0.3, 0.4], [0.2, 0.3, -0.8], [0.6, -0.7, -0.2], [-0.5, -0.8, -0.3], [-0.1, 0.2, -1.6], [-0.8, -2.1, 0.0], [0.5, -0.5, -0.2], [0.3, 1.7, -1.9]],
  "mulliken_charge": [-0.07, -1.15, -1.36, 0.59, -0.45, -0.21, 0.33, 0.32, 0.33, 0.35, 0.39, 0.36, 0.36, 0.23],
  "e_tot_ha": -672.0083,
  "de_lowest_kj_mol": 337.1,
  "homo_energy_ev": [-7.3276, -7.4543],
  "e_lumo_ev": [0.69, 0.74]
}

---

[2]
{
  "formula": "C5H13NO2",
  "method": "wB97M-V/def2-TZVPD",
  "species": ["C", "C", "C", "C", "O", "N", "C", "H", "H", "H", "H", "H", "H", "H", "H", "H", "H", "H", "O", "H", "H"],
  "xyz": [[-1.101, -0.144, 1.994], [0.177, 0.783, 2.113], [1.295, 0.189, 1.133], [1.141, 0.414, -0.489], [1.818, 1.339, -1.016], [0.539, -0.408, -1.319], [-0.304, -1.596, -0.892], [-1.894, -0.072, 2.827], [-0.876, -1.152, 1.984], [-1.842, 0.029, 1.087], [-0.104, 1.785, 1.708], [0.655, 0.921, 3.078], [1.422, -0.849, 1.364], [2.270, 0.756, 1.380], [0.628, -0.332, -2.361], [-1.313, -1.052, -0.968], [0.062, -1.864, 0.139], [-0.358, -2.451, -1.662], [-0.645, 1.012, -3.774], [-0.050, 1.517, -3.134], [-1.521, 1.177, -3.192]],
  "atomic_forces_ev_per_a": [[-2.9, 2.7, 0.5], [-0.8, -0.5, -3.1], [0.2, 2.4, -0.7], [3.2, 2.4, 0.6], [-1.3, -0.9, 1.4], [-1.3, -3.7, -1.3], [-0.8, 1.9, -0.9], [1.5, 0.3, -0.7], [0.8, -2.1, -0.1], [2.1, 0.0, 1.3], [0.3, -0.6, 0.5], [-0.5, -0.3, 0.3], [0.2, -0.7, 0.1], [-1.5, -1.0, -0.7], [0.1, 0.5, 1.7], [0.8, -1.8, 1.0], [-1.0, -0.1, -1.3], [0.7, 1.4, 1.3], [-2.1, 1.7, 3.8], [-0.4, -0.8, -1.4], [2.6, -0.8, -2.3]],
  "mulliken_charge": [-1.03, -0.27, -0.90, 0.49, -0.70, -0.13, -0.69, 0.31, 0.35, 0.19, 0.26, 0.36, 0.49, 0.27, 0.37, 0.22, 0.15, 0.30, -0.70, 0.34, 0.34],
  "smiles": "CCCC(=O)NC.O",
  "e_tot_ha": -403.4842,
  "de_lowest_kj_mol": 242.7,
  "homo_energy_ev": -9.3384,
  "e_lumo_ev": 0.55
}

---

[3]
{
  "formula": "C9H17AgF5GaO",
  "method": "wB97M-V/def2-TZVPD",
  "species": ["C", "C", "C", "C", "O", "Ga", "C", "C", "C", "C", "F", "F", "C", "F", "F", "F", "H", "H", "H", "H", "H", "H", "H", "H", "H", "H", "H", "H", "H", "H", "H", "H", "H", "Ag"],
  "xyz": [[2.631, -2.497, 0.937], [1.826, -1.704, -0.113], [2.575, -0.520, -0.724], [2.602, 0.690, 0.219], [1.341, 1.245, 0.456], [0.596, 2.327, -0.939], [-1.256, 2.793, -0.164], [-1.667, 1.794, 0.924], [-1.661, 0.369, 0.380], [-2.833, -0.020, -0.510], [-4.004, 0.533, -0.111], [-2.616, 0.329, -1.796], [-3.055, -1.552, -0.518], [-3.390, -1.991, 0.718], [-3.976, -1.928, -1.326], [-1.926, -2.198, -0.831], [2.744, -1.911, 1.857], [3.626, -2.755, 0.563], [2.102, -3.422, 1.212], [0.908, -1.308, 0.378], [1.489, -2.396, -0.901], [2.131, -0.250, -1.689], [3.613, -0.838, -0.918], [3.305, 1.442, -0.179], [3.017, 0.346, 1.188], [1.486, 3.638, -1.144], [0.444, 1.487, -2.304], [-2.033, 2.896, -0.932], [-1.148, 3.777, 0.313], [-2.652, 1.989, 1.380], [-0.927, 1.844, 1.732], [-1.659, -0.368, 1.222], [-0.736, 0.191, -0.187], [-0.897, -2.031, 1.806]],
  "atomic_forces_ev_per_a": [[-0.4, 0.3, 0.1], [0.0, -0.6, 0.0], [0.1, -0.1, 0.1], [-0.1, 0.1, 0.2], [0.0, -0.4, -0.1], [-0.4, 0.6, -0.3], [0.2, 0.1, 0.3], [-0.2, 0.1, 0.1], [0.3, -0.1, -0.3], [0.3, -0.1, 0.1], [0.0, -0.1, 0.0], [-0.1, 0.0, 0.1], [0.5, 0.7, 0.5], [-0.1, -0.1, 0.7], [-1.3, -0.4, -1.2], [0.8, -0.2, -0.1], [0.2, -0.1, -0.2], [-0.2, 0.0, 0.1], [0.2, 0.1, -0.1], [0.0, 0.1, -0.1], [0.1, 0.2, 0.2], [0.0, 0.1, 0.2], [-0.2, 0.0, 0.0], [-0.1, -0.1, 0.0], [0.1, 0.1, -0.2], [0.1, -0.1, 0.1], [0.1, -0.2, 0.1], [0.1, -0.1, 0.1], [-0.1, -0.2, -0.1], [0.2, 0.0, -0.1], [-0.1, -0.1, -0.2], [-0.3, 0.4, 0.3], [-0.2, 0.1, 0.1], [0.5, 0.0, -0.4]],
  "mulliken_charge": [-1.27, 1.25, -0.69, -0.70, -0.57, 0.79, -1.19, -1.06, 0.02, 1.42, -0.32, -0.27, 0.24, -0.26, -0.23, -0.23, 0.36, 0.33, 0.38, -1.17, 0.42, 0.21, 0.45, 0.30, 0.33, -0.46, -0.37, 0.42, 0.45, 0.47, 0.34, 0.17, -0.04, 0.49],
  "e_tot_ha": -2999.3104,
  "homo_energy_ev": -7.6833,
  "e_lumo_ev": -3.28
}

---

[4]
{
  "formula": "C17H20AuF2N3S",
  "method": "wB97M-V/def2-TZVPD",
  "species": ["Au", "C", "C", "N", "C", "C", "S", "C", "C", "N", "H", "H", "H", "H", "H", "H", "H", "H", "H", "H", "H", "H", "H", "H", "F", "C", "C", "C", "C", "C", "F", "C", "C", "C", "C", "C", "C", "N", "H", "H", "H", "H", "H", "H"],
  "xyz": [[-0.051, -0.122, 0.090], [-0.605, 1.381, 2.674], [-1.854, 1.836, 1.914], [-1.846, 1.380, 0.509], [-3.108, 0.810, 0.004], [-3.445, -0.535, 0.621], [-2.109, -1.766, 0.407], [-1.601, -2.170, 2.106], [-1.307, -0.965, 2.987], [-0.318, -0.042, 2.393], [0.256, 1.964, 2.346], [-0.751, 1.564, 3.741], [-2.755, 1.465, 2.399], [-1.901, 2.924, 1.958], [-1.566, 2.144, -0.101], [-3.943, 1.491, 0.198], [-3.013, 0.706, -1.076], [-3.679, -0.474, 1.682], [-4.316, -0.952, 0.115], [-2.388, -2.781, 2.551], [-0.722, -2.802, 1.971], [-2.227, -0.419, 3.177], [-0.968, -1.336, 3.956], [0.594, -0.263, 2.780], [-1.500, -0.317, -5.092], [-0.493, -0.247, -4.233], [-0.773, -0.276, -2.873], [0.266, -0.209, -1.968], [1.608, -0.136, -2.389], [1.826, -0.093, -3.773], [3.064, 0.001, -4.253], [0.802, -0.145, -4.699], [2.668, -0.126, -1.371], [4.042, -0.112, -1.614], [4.933, -0.095, -0.551], [4.456, -0.096, 0.750], [3.086, -0.129, 0.926], [2.235, -0.146, -0.095], [-1.810, -0.368, -2.575], [1.017, -0.110, -5.758], [4.422, -0.114, -2.620], [5.997, -0.083, -0.743], [5.116, -0.082, 1.605], [2.660, -0.153, 1.922]],
  "atomic_forces_ev_per_a": [[-0.3, -0.1, -0.2], [-0.1, 0.1, -0.1], [0.2, -0.1, 0.3], [0.2, 0.0, -0.2], [-0.2, -0.2, -0.1], [0.1, -0.1, 0.0], [0.3, 0.3, 0.0], [-0.1, 0.1, -0.1], [-0.1, -0.1, -0.1], [0.2, 0.0, 0.0], [0.0, 0.0, 0.0], [0.0, 0.0, 0.0], [0.0, 0.0, -0.1], [0.0, 0.0, -0.1], [0.0, -0.1, 0.0], [0.1, 0.1, 0.0], [0.0, 0.1, 0.0], [0.0, 0.0, 0.0], [0.0, 0.0, 0.0], [0.0, 0.0, 0.0], [0.0, 0.0, 0.0], [0.0, 0.0, 0.1], [0.0, 0.0, 0.0], [0.0, 0.0, 0.0], [0.0, 0.0, 0.0], [0.2, 0.0, 0.2], [-0.3, 0.0, -0.1], [0.2, 0.1, 0.2], [-0.2, 0.0, -0.3], [-0.1, -0.1, 0.4], [0.1, 0.0, 0.0], [-0.2, 0.0, -0.2], [0.4, 0.0, 0.1], [-0.1, 0.0, 0.0], [-0.1, 0.0, 0.0], [-0.1, 0.0, 0.0], [0.2, 0.0, 0.1], [-0.3, 0.0, 0.0], [0.0, 0.0, 0.0], [0.0, 0.0, 0.0], [0.0, 0.0, -0.1], [0.0, 0.0, 0.0], [0.0, 0.0, 0.0], [0.0, 0.0, 0.0]],
  "mulliken_spin": [0.56, 0.02, -0.01, 0.31, -0.02, -0.01, 0.48, -0.01, 0.00, 0.04, 0.00, 0.00, 0.00, 0.01, -0.01, 0.01, 0.00, 0.00, 0.01, 0.02, 0.00, 0.00, 0.00, 0.00, 0.00, 0.00, 0.00, 0.28, 0.05, 0.01, 0.00, 0.03, 0.03, 0.02, 0.00, 0.01, 0.01, 0.13, 0.01, 0.00, 0.00, 0.00, 0.00, 0.01],
  "e_tot_ha": -1557.0281,
  "homo_energy_ev": [-14.4082, -14.4346],
  "spin_multiplicity": 3,
  "charge": 2,
  "s_squared": 2.014,
  "e_lumo_ev": [-5.85, -10.47]
}

---

[5]
{
  "formula": "C3H8N5S",
  "method": "wB97M-V/def2-TZVPD",
  "species": ["C", "C", "C", "N", "N", "N", "N", "N", "S", "H", "H", "H", "H", "H", "H", "H", "H"],
  "xyz": [[-0.833, 0.539, -0.463], [-0.112, 0.539, 0.887], [1.328, 1.079, 0.777], [-1.212, 1.615, -1.057], [1.632, 1.933, -0.076], [-1.098, 2.821, -1.053], [-0.879, -0.653, -1.113], [0.549, -2.718, 0.203], [-1.100, 4.297, -0.984], [-0.636, 1.199, 1.581], [-0.172, -0.408, 1.340], [2.004, 0.765, 1.512], [-0.277, -1.501, -0.685], [-1.411, -0.560, -1.978], [0.146, -3.222, 1.119], [1.329, -2.249, 0.447], [0.741, -3.476, -0.456]],
  "atomic_forces_ev_per_a": [[2.1, -2.6, 0.5], [-0.3, 1.7, -0.7], [-1.6, 0.8, -1.4], [-1.0, 1.7, -1.1], [0.0, -0.4, 0.2], [0.4, -2.5, 0.8], [0.1, 1.3, 1.2], [-4.7, -3.3, 1.3], [-0.2, 1.6, -0.2], [-0.1, 0.2, 0.0], [0.1, -1.3, 0.3], [1.3, -0.5, 1.2], [-1.6, 0.9, -0.7], [0.6, -0.9, 0.0], [1.2, 1.6, -2.7], [3.5, 1.4, 1.0], [0.2, 0.4, 0.3]],
  "mulliken_spin": [0.14, 0.14, -0.07, -0.06, 0.93, 0.35, 0.19, 0.00, 0.41, -0.01, -0.02, 0.04, -0.01, -0.01, 0.00, 0.00, 0.00],
  "e_tot_ha": -790.6496,
  "de_lowest_kj_mol": 0.0,
  "homo_energy_ev": [-11.9267, -14.0562],
  "spin_multiplicity": 3,
  "charge": 1,
  "s_squared": 2.032,
  "e_lumo_ev": [-5.34, -5.31]
}

---

[6]
{
  "formula": "C4H7NO",
  "method": "wB97M-V/def2-TZVPD",
  "species": ["O", "C", "C", "C", "N", "C", "H", "H", "H", "H", "H", "H", "H"],
  "xyz": [[2.110, 0.507, 0.021], [0.913, 0.371, -0.451], [0.230, -0.807, 0.094], [-1.222, -0.372, -0.072], [-1.319, 0.477, 1.143], [-0.617, 0.948, -0.056], [2.237, -1.007, -0.055], [0.761, 0.493, -1.543], [0.445, -0.953, 1.154], [1.646, -1.674, -0.182], [-2.053, -0.777, -0.632], [-2.227, 0.947, 1.174], [-0.902, 1.845, -0.595]],
  "atomic_forces_ev_per_a": [[-0.1, -0.1, 0.0], [0.1, -0.3, -0.1], [0.3, 0.1, 0.1], [-0.2, -0.1, -0.2], [-0.1, 0.1, 0.1], [-0.2, 0.4, -0.1], [-0.1, 0.2, 0.0], [0.0, 0.0, 0.1], [0.0, 0.0, -0.1], [0.0, 0.0, 0.0], [0.1, 0.1, 0.1], [0.1, -0.1, 0.0], [0.0, -0.1, 0.1]],
  "mulliken_charge": [-0.66, 0.19, -0.36, -0.30, -0.59, -0.17, 0.15, 0.28, 0.35, 0.06, 0.42, 0.25, 0.38],
  "e_tot_ha": -286.3276,
  "de_lowest_kj_mol": 798.2,
  "homo_energy_ev": [-9.5624, -9.5625],
  "e_lumo_ev": [-0.56, -0.56]
}

---

[7]
{
  "formula": "C24H32N2O14S",
  "method": "wB97M-V/def2-TZVPD",
  "species": ["C", "C", "O", "C", "C", "C", "C", "C", "C", "C", "O", "C", "N", "S", "N", "C", "C", "H", "H", "H", "H", "H", "H", "H", "H", "H", "H", "H", "H", "H", "H", "H", "H", "C", "C", "O", "C", "O", "O", "H", "H", "H", "H", "C", "C", "O", "C", "O", "O", "H", "H", "H", "H", "C", "C", "O", "C", "O", "O", "H", "H", "H", "H", "C", "C", "O", "C", "O", "O", "H", "H", "H", "H"],
  "xyz": [[2.191, -3.428, 1.672], [1.863, -2.580, 0.452], [1.539, -1.217, 0.816], [0.820, -0.664, -0.247], [-0.620, -0.646, -0.135], [-1.358, -0.157, -1.153], [-2.873, -0.102, -1.216], [-3.597, -0.767, -0.031], [-3.313, -2.278, 0.153], [-3.202, -3.079, -1.150], [-3.035, -4.468, -0.795], [-0.648, 0.366, -2.288], [-1.191, 0.923, -3.369], [0.006, 1.380, -4.339], [1.318, 0.867, -3.487], [0.788, 0.350, -2.392], [1.521, -0.213, -1.299], [2.372, -4.458, 1.324], [3.116, -3.105, 2.169], [1.354, -3.491, 2.376], [0.968, -3.016, -0.025], [2.656, -2.605, -0.312], [-1.102, -1.023, 0.760], [-3.210, -0.500, -2.183], [-3.169, 0.961, -1.221], [-3.457, -0.202, 0.903], [-4.677, -0.685, -0.243], [-2.444, -2.508, 0.778], [-4.184, -2.692, 0.693], [-2.323, -2.835, -1.756], [-4.138, -3.047, -1.733], [-3.584, -4.654, -0.024], [2.606, -0.298, -1.278], [-3.589, 3.380, -7.641], [-2.354, 2.531, -7.472], [-2.218, 2.451, -6.052], [-3.453, 2.670, -5.508], [-3.726, 2.512, -4.367], [-4.330, 3.094, -6.457], [-4.162, 3.119, -8.529], [-3.362, 4.448, -7.667], [-2.480, 1.522, -7.871], [-1.470, 2.980, -7.920], [4.936, 0.091, 0.399], [4.771, 1.586, 0.496], [5.599, 1.921, 1.613], [6.533, 0.940, 1.741], [7.472, 0.999, 2.466], [6.249, -0.112, 0.932], [4.871, -0.275, -0.624], [4.215, -0.451, 1.015], [5.143, 2.107, -0.388], [3.740, 1.881, 0.675], [1.446, 3.294, 4.287], [2.368, 3.403, 3.097], [1.875, 2.379, 2.230], [0.578, 2.151, 2.554], [-0.156, 1.477, 1.910], [0.241, 2.790, 3.704], [1.270, 4.251, 4.774], [1.804, 2.578, 5.030], [2.288, 4.366, 2.589], [3.411, 3.226, 3.354], [-0.904, -1.413, 5.547], [-0.025, -1.298, 4.324], [-0.488, -2.375, 3.509], [-1.762, -2.660, 3.884], [-2.484, -3.388, 3.285], [-2.096, -1.999, 5.021], [-1.116, -0.450, 6.006], [-0.486, -2.083, 6.302], [-0.175, -0.359, 3.785], [1.033, -1.410, 4.551]],
  "atomic_forces_ev_per_a": [[0.4, -0.2, -0.2], [-0.7, -0.5, 0.3], [-0.2, -0.5, -0.5], [0.0, -0.1, 1.2], [0.5, 0.0, -0.1], [-0.7, 0.2, -0.6], [0.2, 0.4, 0.7], [-0.4, -0.4, -0.5], [-0.4, 0.2, -0.2], [-0.5, -1.0, 0.8], [0.3, 0.1, -0.2], [0.6, 0.2, -0.7], [0.0, 0.1, 0.0], [0.4, -0.2, 0.0], [-1.3, 0.4, -0.4], [0.5, -0.6, 1.3], [0.2, 0.2, -0.4], [0.0, 0.3, 0.0], [-0.3, 0.1, 0.0], [0.2, 0.3, -0.2], [0.2, 0.1, 0.1], [0.0, 0.2, 0.3], [0.3, 0.1, -0.1], [0.1, 0.0, 0.3], [0.1, -0.3, -0.2], [0.2, -0.2, -0.2], [0.3, 0.1, 0.0], [-0.1, 0.1, -0.2], [0.3, 0.0, 0.0], [-0.3, 0.2, 0.1], [0.4, 0.6, -0.1], [0.1, 0.1, -0.1], [-0.3, 0.1, -0.2], [-0.1, 0.2, -0.3], [0.3, -0.1, -0.3], [-0.5, 0.2, 0.0], [-0.1, 0.0, 0.2], [0.0, 0.1, -0.1], [0.3, -0.1, 0.0], [-0.1, 0.0, 0.1], [0.0, 0.0, 0.0], [0.0, 0.0, 0.0], [0.1, 0.0, 0.2], [-0.2, -0.3, -0.1], [-0.4, 0.2, -0.3], [0.1, -0.3, 0.0], [0.2, -0.1, 0.1], [-0.1, 0.0, 0.0], [0.0, 0.3, 0.1], [0.2, -0.1, 0.0], [0.0, 0.1, 0.0], [0.1, 0.0, 0.0], [0.1, 0.0, 0.2], [0.1, 0.2, 0.3], [0.4, 0.2, 0.0], [-0.1, 0.1, 0.2], [-0.1, -0.1, -0.2], [-0.1, 0.0, 0.2], [0.2, -0.1, -0.2], [-0.2, 0.0, -0.1], [0.0, 0.0, 0.0], [-0.1, 0.0, 0.0], [0.0, -0.2, -0.2], [0.1, 0.1, 0.3], [0.3, 0.3, 0.0], [-0.2, 0.0, 0.2], [-0.1, -0.1, -0.1], [-0.1, 0.0, 0.0], [0.2, -0.1, -0.2], [-0.2, 0.0, -0.1], [0.0, 0.0, 0.0], [-0.1, -0.1, 0.0], [0.0, -0.2, -0.1]],
  "mulliken_charge": [-1.14, -0.40, -0.32, -0.51, 0.44, -0.12, -0.76, -1.18, 0.10, -0.40, -0.56, 0.14, -0.40, 0.17, -0.82, 0.61, -0.01, 0.42, 0.30, 0.12, 0.44, 0.36, 0.33, 0.41, 0.51, 0.27, 0.45, -0.01, 0.43, 0.23, 0.25, 0.32, 0.37, -0.37, -0.36, -0.16, 0.52, -0.45, -0.35, 0.30, 0.26, 0.27, 0.31, 0.18, -0.08, -0.36, 0.58, -0.53, -0.40, 0.34, -0.08, 0.23, 0.21, -0.40, -0.35, -0.17, 0.50, -0.43, -0.34, 0.32, 0.25, 0.29, 0.30, -0.50, 0.13, -0.25, 0.58, -0.55, -0.35, 0.35, 0.28, -0.14, 0.38],
  "e_tot_ha": -2494.8032,
  "homo_energy_ev": -8.5425,
  "e_lumo_ev": 0.00
}

---

[8]
{
  "formula": "C4H12S2",
  "method": "wB97M-V/def2-TZVPD",
  "species": ["C", "C", "C", "C", "H", "H", "H", "H", "H", "H", "H", "H", "H", "H", "H", "H", "S", "S"],
  "xyz": [[1.701, -1.368, 0.775], [1.634, -0.648, -0.564], [-1.540, 1.574, 0.128], [-2.027, 0.131, 0.136], [1.385, -2.410, 0.664], [1.042, -0.894, 1.512], [2.718, -1.354, 1.176], [0.630, -0.678, -0.983], [2.283, -1.125, -1.282], [1.292, 1.508, 0.387], [-2.218, 2.209, 0.711], [-1.504, 1.973, -0.892], [-0.536, 1.651, 0.555], [-3.041, 0.054, -0.272], [-2.064, -0.255, 1.158], [-1.027, -0.427, -1.956], [2.205, 1.078, -0.501], [-0.932, -1.020, -0.752]],
  "atomic_forces_ev_per_a": [[-0.1, 0.1, -0.2], [2.5, 0.3, 0.0], [0.0, 0.0, 0.0], [-0.6, 0.0, -0.1], [0.0, 0.0, 0.0], [0.0, 0.0, -0.1], [-0.1, 0.0, 0.0], [2.9, 0.7, 0.1], [0.6, -0.2, -0.2], [0.2, 0.0, -0.1], [0.1, -0.1, -0.1], [0.0, -0.1, 0.1], [-0.3, 0.0, -0.1], [0.1, 0.1, 0.1], [0.0, 0.0, -0.1], [0.0, 0.0, 0.1], [-0.1, -0.1, 0.1], [-5.3, -0.7, 0.4]],
  "mulliken_charge": [-1.12, -0.05, -0.73, -0.40, 0.32, 0.30, 0.35, -0.10, 0.41, 0.03, 0.35, 0.31, 0.02, 0.35, 0.32, 0.14, -0.18, -0.30],
  "e_tot_ha": -955.8895,
  "de_lowest_kj_mol": 196.8,
  "homo_energy_ev": -7.9082,
  "e_lumo_ev": 0.71
}